Record 1
# C14H10Cl5NV

A structure of composition C14H10Cl5NV (the ωB97M-V functional and the def2-TZVPD basis, the OMol25 dataset).

Computed properties:
<S²>: 2.068
Gap between HOMO and LUMO (alpha / beta), eV: 5.03 / 7.30
HOMO energy (alpha / beta), eV: -2.28 / -4.54
Spin multiplicity: 3
Charge: -1

Geometry (Å):
C (-2.67, 0.76, -1.24)
C (-1.91, 1.93, -1.49)
C (-1.44, 2.44, -0.25)
C (-1.90, 1.56, 0.78)
C (-2.65, 0.52, 0.16)
V (-0.44, 0.22, -0.58)
C (1.11, 1.01, -2.32)
C (0.39, 0.11, -3.00)
C (-0.21, -0.63, -3.91)
N (-0.45, -1.45, -0.95)
H (-0.82, 3.33, -0.10)
H (-1.73, 2.37, -2.48)
H (-1.69, 1.65, 1.84)
H (-3.13, -0.32, 0.67)
H (-3.15, 0.13, -1.99)
H (0.81, 2.07, -2.29)
H (-0.61, -2.42, -1.25)
H (2.05, 0.74, -1.84)
H (0.11, -0.56, -4.96)
H (-1.01, -1.33, -3.65)
Cl (-1.52, -0.73, 2.73)
C (0.21, -0.77, 2.48)
C (0.83, -0.50, 1.22)
C (2.23, -0.77, 1.15)
Cl (3.15, -0.71, -0.33)
C (2.97, -1.18, 2.28)
Cl (4.71, -1.50, 2.16)
C (2.34, -1.37, 3.50)
Cl (3.27, -1.89, 4.91)
C (0.96, -1.19, 3.60)
Cl (0.17, -1.50, 5.16)

---

Record 2
# C20H36Br2F3N3O3S

A cluster of 3 separate species, C20H36Br2F3N3O3S in total (the ωB97M-V functional and the def2-TZVPD basis, the OMol25 dataset).

Computed properties:
Gap between HOMO and LUMO, eV: 7.92
HOMO energy, eV: -8.04
Charge: 0

Geometry (Å):
O (7.92, -1.60, -0.59)
C (7.26, -1.26, -1.50)
O (5.91, -1.27, -1.59)
C (5.67, -1.86, -2.88)
C (4.31, -1.38, -3.38)
C (3.24, -2.37, -2.90)
C (1.85, -1.76, -3.02)
F (1.76, -1.08, -4.21)
Br (1.57, -0.51, -1.58)
C (0.70, -2.82, -3.03)
F (0.47, -3.18, -4.31)
F (-0.46, -2.34, -2.53)
Br (1.11, -4.42, -2.00)
C (6.94, -1.44, -3.67)
N (7.66, -2.68, -4.06)
C (7.26, -3.35, -4.99)
S (6.76, -4.26, -6.14)
O (7.72, -0.78, -2.70)
H (5.64, -2.94, -2.77)
H (4.30, -1.36, -4.46)
H (4.11, -0.41, -2.95)
H (3.42, -2.58, -1.85)
H (3.31, -3.28, -3.49)
H (6.80, -0.81, -4.53)
C (-2.33, 3.47, 0.75)
C (-1.90, 2.47, -0.31)
N (-3.00, 1.69, -0.84)
C (-2.57, 0.54, -1.60)
C (-1.78, 0.77, -2.90)
C (-4.10, 2.46, -1.41)
C (-3.78, 3.43, -2.55)
H (-2.91, 2.98, 1.54)
H (-1.46, 3.94, 1.21)
H (-2.94, 4.28, 0.33)
H (-1.20, 1.77, 0.16)
H (-1.33, 3.00, -1.09)
H (-3.45, -0.07, -1.82)
H (-1.95, -0.08, -0.94)
H (-2.41, 1.12, -3.71)
H (-1.35, -0.18, -3.22)
H (-0.96, 1.47, -2.76)
H (-4.56, 3.03, -0.60)
H (-4.86, 1.75, -1.73)
H (-2.90, 4.04, -2.34)
H (-4.62, 4.12, -2.69)
H (-3.62, 2.92, -3.50)
C (-2.97, -0.63, 2.56)
C (-1.84, -0.09, 3.43)
N (-2.31, 0.74, 4.52)
C (-1.25, 1.50, 5.16)
C (-0.15, 0.73, 5.90)
C (-3.28, 0.13, 5.40)
C (-2.89, -1.18, 6.11)
H (-3.60, 0.18, 2.21)
H (-2.55, -1.14, 1.69)
H (-3.59, -1.35, 3.09)
H (-1.19, 0.53, 2.80)
H (-1.22, -0.94, 3.77)
H (-1.71, 2.21, 5.85)
H (-0.78, 2.12, 4.39)
H (-0.50, 0.32, 6.84)
H (0.68, 1.41, 6.13)
H (0.26, -0.08, 5.29)
H (-4.19, -0.05, 4.82)
H (-3.57, 0.87, 6.15)
H (-2.43, -1.89, 5.42)
H (-3.79, -1.65, 6.51)
H (-2.21, -1.01, 6.94)

---

Record 3
# C3H3N2O

The ion C3H3N2O with charge +1 (the ωB97M-V functional and the def2-TZVPD basis, the OMol25 dataset).

Computed properties:
<S²>: 2.013
Gap between HOMO and LUMO (alpha / beta), eV: 10.33 / 6.22
HOMO energy (alpha / beta), eV: -15.90 / -16.71
Spin multiplicity: 3
Charge: +1

Geometry (Å):
C (0.69, 0.61, -0.56)
C (-1.27, -0.76, 0.58)
C (-0.35, 0.30, 0.57)
N (-1.88, -1.70, 0.76)
N (1.14, -0.29, -1.22)
O (1.45, -1.27, -1.70)
H (0.90, 1.63, -0.71)
H (0.10, 0.19, 1.58)
H (-0.80, 1.28, 0.71)

---

Record 4
# C2H4CrLiO2

A structure of composition C2H4CrLiO2 (the ωB97M-V functional and the def2-TZVPD basis, the OMol25 dataset).

Computed properties:
<S²>: 6.030
Gap between HOMO and LUMO (alpha / beta), eV: 6.93 / 6.90
HOMO energy (alpha / beta), eV: -11.96 / -12.03
Spin multiplicity: 5
Charge: +1

Geometry (Å):
O (-1.38, -1.95, 0.73)
C (-1.31, 0.97, 1.03)
C (0.01, 1.18, 0.76)
O (1.00, 0.32, 1.16)
H (-2.01, -2.15, 1.43)
H (-1.58, 0.49, 1.98)
H (-2.04, 1.28, 0.28)
H (0.35, 2.19, 0.51)
Li (2.64, 0.88, 0.41)
Cr (0.40, -1.57, 0.85)

---

Record 5
# C5H10N2O8

A cluster of 3 separate species, C5H10N2O8 in total (the ωB97M-V functional and the def2-TZVPD basis, the OMol25 dataset).

Computed properties:
Gap between HOMO and LUMO (alpha / beta), eV: 7.37 / 7.49
HOMO energy (alpha / beta), eV: -10.18 / -10.34
Charge: 0

Geometry (Å):
C (3.42, -0.08, 0.73)
C (1.97, 0.30, 0.52)
C (1.12, -0.92, 0.17)
C (-0.29, -0.43, -0.21)
C (-1.38, -1.58, -0.47)
O (-1.27, -2.70, 0.32)
N (-1.96, -2.35, 1.63)
O (-1.94, -3.28, 2.43)
O (-2.39, -1.24, 1.67)
O (-0.01, 0.23, -1.35)
O (-1.61, 1.81, -1.03)
O (-2.54, 1.42, -1.74)
N (-2.05, 4.13, -1.74)
O (-2.71, 4.72, -2.65)
O (-1.50, 4.79, -0.85)
H (4.01, 0.81, 0.98)
H (3.52, -0.81, 1.54)
H (3.84, -0.51, -0.18)
H (1.56, 0.78, 1.43)
H (1.90, 1.04, -0.29)
H (1.54, -1.40, -0.73)
H (1.08, -1.64, 1.01)
H (-0.77, 0.01, 0.71)
H (-2.36, -1.12, -0.43)
H (-1.19, -1.98, -1.47)

---

Record 6
# C4H11NO

An isolated molecule of C4H11NO (the ωB97M-V functional and the def2-TZVPD basis, the OMol25 dataset).

Computed properties:
Gap between HOMO and LUMO, eV: 10.41
HOMO energy, eV: -9.46
Charge: 0

Geometry (Å):
C (0.81, 2.05, 0.01)
N (-0.34, 1.12, -0.13)
C (0.23, -0.27, 0.16)
C (1.10, -0.44, 1.47)
C (-0.82, -1.27, -0.15)
O (-1.15, -1.36, -1.53)
H (0.49, 3.09, -0.71)
H (1.06, 2.35, 1.17)
H (1.88, 1.53, -0.54)
H (-1.04, 1.37, 0.56)
H (0.96, -0.17, -0.68)
H (1.64, -1.46, 1.53)
H (1.78, 0.34, 1.69)
H (0.26, -0.52, 2.19)
H (-0.36, -2.28, 0.25)
H (-1.75, -1.21, 0.44)
H (-1.21, -0.38, -1.75)